No. 1
C36H81HgN2O16S5 as an isolated structure, computed with ωB97M-V/def2-TZVPD.

## Properties
Gap between HOMO and LUMO ... 5.208 eV
HOMO level ... -10.88 eV
E_tot ... -132726.48967 eV
Strongest force on any atom ... 2.12 eV/A
ΔE to the lowest compared entry with this formula, charge and spin ... 11.7 kcal/mol
LUMO ... -5.68 eV
Total charge ... +1

XYZ file:
```
141
Properties=species:S:1:pos:R:3:lowdin_charge:R:1
Hg 2.08 -0.99 3.86 1.39
S -4.30 3.89 -2.15 0.71
S 4.78 -3.84 -1.43 0.69
S -3.88 -1.38 2.03 0.69
S -0.14 -5.77 -0.77 0.70
S 1.10 4.11 2.94 0.72
O 3.15 0.71 2.85 -0.20
O -1.30 -6.53 -1.20 -0.31
O 0.19 -0.38 2.68 -0.12
O 4.31 -4.83 -0.47 -0.35
O -3.89 -1.07 0.61 -0.33
O 2.94 4.02 -3.47 -0.18
O 2.09 0.54 -4.62 -0.20
O -3.24 -2.58 2.51 -0.33
O 1.58 -1.71 1.66 -0.09
O -4.23 5.11 -1.35 -0.34
O -4.27 3.87 -3.60 -0.33
O 0.72 -5.16 -1.78 -0.34
O 2.33 3.32 3.03 -0.35
O 1.24 5.54 2.78 -0.29
O 6.19 -3.61 -1.60 -0.32
O 0.69 -2.63 4.87 -0.13
N -1.16 -0.85 -5.42 0.04
N -0.14 4.76 -1.54 0.04
C -0.26 -0.82 0.38 0.03
C -5.67 0.32 2.92 -0.22
C -0.11 -0.18 -4.62 -0.43
C -3.19 0.06 2.90 -0.21
C -2.98 2.71 -1.62 -0.23
C -0.61 -5.18 1.81 -0.20
C 3.35 1.40 0.53 -0.04
C 3.01 -2.02 -2.32 -0.22
C -5.05 1.38 -1.30 -0.20
C 0.79 2.55 -2.02 -0.05
C -5.59 -1.18 2.69 -0.20
C 1.07 4.05 -1.93 -0.43
C 1.71 4.64 -3.17 -0.22
C 3.68 -2.67 -3.53 -0.20
C -0.01 -6.61 1.70 -0.22
C 0.83 -6.78 0.43 -0.18
C 0.00 3.46 1.66 -0.20
C 3.49 4.54 -4.67 -0.11
C 0.50 -1.03 1.65 -0.69
C -0.64 -4.53 0.41 -0.23
C -1.40 3.80 2.22 -0.19
C -5.69 2.76 -1.62 -0.17
C -3.59 1.37 -1.82 -0.25
C -1.27 -4.06 5.31 -0.03
C 3.21 0.95 -5.36 -0.11
C 1.22 -0.32 -5.35 -0.18
C -0.01 3.86 4.35 -0.19
C -0.73 -2.74 4.78 -0.46
C 4.02 -4.12 -3.08 -0.19
C 3.90 -2.27 -1.14 -0.23
C -1.38 -1.60 5.59 -0.04
C -4.38 0.74 3.65 -0.18
C -1.36 3.45 3.72 -0.21
C 5.24 1.62 2.13 -0.03
C 4.06 0.73 1.69 -0.38
C -0.19 -0.74 -3.23 -0.06
H -0.99 -2.62 3.73 0.11
H 1.12 0.03 -6.38 0.13
H -1.16 -0.52 -2.77 0.07
H 2.81 1.64 2.93 0.05
H -0.88 -7.28 1.65 0.11
H 0.50 2.11 -1.06 0.05
H -2.45 -0.35 3.58 0.05
H 4.61 -1.50 -0.81 0.10
H -4.93 1.23 -0.22 0.08
H 4.98 2.68 2.12 0.09
H -2.44 -1.54 5.39 0.08
H 2.40 0.87 0.35 0.06
H -1.39 2.37 3.85 0.09
H -0.40 0.88 -4.62 0.13
H -0.83 -4.92 4.82 0.08
H -5.54 0.54 -1.77 0.12
H 2.81 -0.96 -2.49 0.10
H -1.12 -1.64 6.66 0.09
H 0.40 3.02 4.91 0.09
H 0.52 -0.32 -2.51 0.04
H -3.64 1.19 -2.90 0.12
H 3.72 5.61 -4.62 0.09
H 3.00 2.42 0.71 0.07
H -1.23 -0.48 -6.36 0.07
H 4.28 -0.32 1.53 0.13
H -0.88 -0.66 5.32 0.07
H 0.05 -1.80 -3.34 0.09
H -5.51 -1.75 3.62 0.10
H -1.50 -3.93 0.11 0.11
H -4.18 1.80 3.69 0.11
H 3.12 -4.70 -2.87 0.08
H 4.68 -4.79 -3.61 0.11
H 0.04 2.38 -2.79 0.07
H -2.85 2.84 -0.54 0.09
H 2.02 -2.48 -2.23 0.10
H -6.29 -1.77 2.09 0.11
H -0.14 -4.52 2.53 0.08
H 0.02 5.70 -1.18 0.09
H 2.78 4.40 -5.50 0.09
H -6.43 2.67 -2.41 0.10
H -2.09 2.96 -2.19 0.07
H -0.68 5.08 -2.34 0.09
H 0.26 3.95 0.72 0.07
H 0.99 4.62 -4.01 0.13
H -3.03 0.52 -1.43 0.09
H 6.09 1.58 1.44 0.09
H 1.81 4.15 -1.14 0.13
H -2.19 3.90 4.27 0.12
H -1.63 -5.21 2.22 0.11
H 0.16 2.39 1.57 0.09
H -2.74 0.68 2.13 0.08
H 1.79 -6.28 0.58 0.10
H 1.86 5.71 -2.97 0.13
H 2.99 -2.67 -4.38 0.10
H 0.93 -7.81 0.12 0.11
H -2.05 -0.73 -4.96 0.06
H -1.56 4.87 2.13 0.13
H 4.60 -2.20 -3.89 0.12
H -6.09 3.15 -0.68 0.09
H 3.34 -2.33 -0.20 0.08
H -4.48 0.35 4.66 0.11
H 3.79 1.41 -0.47 0.10
H -1.10 -0.13 0.49 0.07
H 1.53 -1.36 -5.46 0.12
H -6.60 0.60 3.40 0.12
H 4.38 3.94 -4.83 0.09
H 5.67 1.21 3.04 0.09
H 0.45 -0.32 -0.29 0.07
H 0.49 -6.94 2.60 0.11
H -2.35 -4.04 5.14 0.10
H -2.21 3.26 1.75 0.10
H 3.66 0.17 -5.97 0.09
H -1.23 -4.18 6.39 0.09
H 0.17 -3.80 0.45 0.08
H 3.93 1.36 -4.66 0.09
H 2.99 1.74 -6.09 0.09
H -5.76 0.80 1.95 0.10
H 1.63 1.93 -2.32 0.07
H -0.60 -1.63 -0.27 0.09
H 0.06 4.76 4.95 0.11
H 0.91 -3.02 5.73 0.12
```



No. 2
A 11-piece molecular cluster, C36H82O11 overall, computed with ωB97M-V/def2-TZVPD.

## Properties
Gap between HOMO and LUMO (alpha / beta) ... 1.520 / 8.974 eV
HOMO level (alpha / beta) ... 0.38 / -7.12 eV
E_tot ... -61177.37524 eV
Strongest force on any atom ... 4.23 eV/A
Spin multiplicity ... 2
LUMO (alpha / beta) ... 1.90 / 1.85 eV
Total charge ... -1

XYZ file:
```
129
Properties=species:S:1:pos:R:3:lowdin_charge:R:1
O -6.00 1.78 -1.58 -0.15
O 3.43 5.11 -4.45 -0.11
O -2.26 -1.58 1.58 -0.15
O 1.14 -6.21 1.66 -0.06
O -1.06 -2.55 -3.45 -0.04
O 0.65 2.74 6.35 -0.12
O 1.76 -0.53 -0.23 -0.20
O 2.95 -3.39 4.54 -0.16
O 3.76 -1.75 -1.71 -0.05
O -2.99 5.43 -1.15 -0.15
O 5.03 2.16 1.25 -0.24
C -4.21 -2.95 1.88 -0.15
C -1.14 2.58 4.65 -0.09
C -0.68 5.59 -0.99 -0.19
C -2.27 -2.77 -2.71 -0.52
C -4.08 0.66 -0.70 -0.18
C 1.18 -4.22 0.24 -0.05
C 2.06 0.68 0.48 -0.16
C 3.50 -3.68 3.30 -0.26
C 3.08 4.39 -2.19 -0.17
C 0.99 1.60 -0.11 -0.17
C -0.31 1.84 5.70 -0.45
C 2.53 -2.02 4.73 -0.21
C -2.45 4.08 -1.11 -0.19
C -0.13 0.70 -0.61 -0.15
C 2.26 -1.63 3.31 -0.16
C 0.51 -5.55 0.52 -0.47
C 0.42 -0.70 -0.52 -0.20
C -5.01 0.72 -1.91 -0.14
C 3.49 -2.35 2.59 -0.14
C -3.92 -2.05 3.08 -0.20
C -1.10 4.35 -1.75 -0.18
C 4.02 -1.59 -3.08 -0.52
C -2.83 -2.82 1.20 -0.23
C 5.24 -0.76 -3.17 -0.08
C 0.49 0.57 5.29 -0.08
C 2.90 3.20 -3.10 -0.17
C -3.47 -2.24 -3.34 -0.07
C 3.01 5.61 -3.16 -0.17
C -5.57 2.57 -0.54 -0.24
C -1.98 6.39 -0.87 -0.19
C -2.37 -4.29 -2.45 -0.04
C 0.58 -6.52 -0.62 -0.06
C 3.00 3.82 -4.46 -0.29
C -4.64 1.67 0.26 -0.18
C -3.16 -0.89 2.53 -0.14
C 2.82 -0.91 -3.77 -0.04
H 4.46 -1.91 2.84 0.10
H -5.07 3.47 -0.88 0.10
H -2.53 -0.27 3.17 0.11
H 3.06 1.10 0.33 0.09
H 4.13 -2.55 -3.57 0.13
H -3.08 3.40 -1.68 0.11
H -3.30 -2.67 3.74 0.11
H 2.44 -0.56 3.28 0.07
H 5.04 0.14 -2.59 0.07
H 0.61 2.34 0.60 0.10
H -1.07 0.97 -0.12 0.09
H 0.09 6.16 -1.51 0.10
H -4.96 -2.47 1.26 0.11
H -4.38 -2.34 -2.76 0.09
H 0.75 -3.74 -0.63 0.08
H -0.90 1.50 6.56 0.12
H 2.87 -4.36 2.73 0.09
H 3.34 -2.60 1.54 0.09
H -3.38 -1.22 -3.71 0.08
H 1.15 0.23 6.10 0.07
H 1.75 -1.98 5.48 0.11
H 1.86 -1.39 -3.57 0.07
H 0.09 -1.21 0.39 0.11
H -3.88 -0.29 1.97 0.08
H -0.68 2.84 3.69 0.06
H -1.67 3.46 5.00 0.07
H 2.27 -4.34 0.18 0.09
H -0.55 -5.39 0.72 0.12
H -0.16 -6.37 -1.41 0.06
H 5.77 1.56 1.20 -0.02
H -4.86 -1.91 3.63 0.11
H -3.86 -0.33 -0.29 0.10
H 6.05 -1.31 -2.69 0.08
H 3.54 6.51 -2.83 0.12
H 0.35 -7.52 -0.27 0.08
H 3.00 -0.93 -4.84 0.07
H -1.92 7.12 -1.67 0.11
H 1.28 -1.96 2.96 0.11
H -6.46 2.86 0.02 0.12
H -2.44 3.70 -0.08 0.11
H -2.36 -4.88 -3.37 0.09
H -1.24 4.53 -2.81 0.12
H 1.57 2.06 -0.91 0.08
H 3.44 -1.51 5.06 0.11
H -4.49 1.02 -2.82 0.11
H -0.32 1.02 -1.64 0.10
H -1.33 -2.55 -4.37 0.08
H -1.42 -4.57 -2.01 0.05
H 1.20 -5.59 2.40 0.06
H -5.27 1.13 0.96 0.11
H 0.44 -1.24 -1.46 0.11
H 1.29 3.10 5.73 0.06
H -3.46 -2.69 -4.33 0.09
H -2.04 6.86 0.12 0.11
H 3.43 3.19 -5.23 0.12
H 0.99 -3.48 1.02 0.06
H 2.89 0.14 -3.49 0.06
H 4.50 -4.09 3.41 0.12
H 1.96 0.53 1.55 0.09
H 1.99 3.86 -4.87 0.11
H 3.69 2.50 -2.85 0.10
H 1.96 2.74 -2.79 0.09
H -2.07 -3.55 1.49 0.11
H 4.11 4.41 -1.83 0.11
H -3.15 1.08 -1.08 0.08
H 3.27 -1.00 -1.36 0.05
H -1.85 1.86 4.23 0.05
H -2.23 -2.36 -1.71 0.11
H 1.95 5.84 -3.17 0.10
H 2.31 4.52 -1.43 0.10
H 5.60 -0.53 -4.17 0.08
H -0.15 -0.26 4.98 0.06
H -3.77 2.16 0.69 0.10
H -5.66 -0.16 -1.91 0.11
H -2.98 -3.01 0.14 0.08
H 1.57 -6.51 -1.07 0.09
H -0.31 5.21 -0.04 0.10
H -4.40 -3.98 2.19 0.12
H -0.49 3.44 -1.74 0.09
H -3.10 -4.45 -1.66 0.08
H 1.02 0.73 4.35 0.05
H 5.03 2.47 2.16 -0.04
```



No. 3
A 17-piece molecular cluster, C36H83N16O35S overall, computed with ωB97M-V/def2-TZVPD.

## Properties
Gap between HOMO and LUMO ... 8.313 eV
HOMO level ... -11.06 eV
E_tot ... -144964.66650 eV
Strongest force on any atom ... 1.94 eV/A
LUMO ... -2.74 eV
Total charge ... +1

XYZ file:
```
171
Properties=species:S:1:pos:R:3:lowdin_charge:R:1
S -2.56 -0.42 1.82 1.18
O -6.06 -6.96 0.98 0.05
O 6.26 -4.86 3.63 0.04
O 5.42 3.47 3.28 0.06
O -2.88 10.39 -1.58 0.06
O 3.32 2.12 -2.75 0.08
O -4.08 -2.58 1.04 -0.17
O -0.15 -8.72 0.80 0.08
O -7.47 5.71 0.86 0.06
O 4.53 -8.19 0.78 0.06
O 7.86 -1.34 6.57 0.07
O 4.50 -8.34 -1.38 0.07
O 4.87 -1.17 -2.26 0.05
O -6.37 4.86 -3.06 0.01
O -5.60 -9.04 1.33 0.07
O -5.04 1.35 -4.05 0.08
O 12.09 6.38 -3.24 0.07
O -0.53 -7.19 2.28 0.04
O 3.12 2.40 -0.62 0.03
O -6.01 6.91 -0.19 0.07
O -3.52 9.18 -3.24 0.06
O 8.26 -3.45 6.77 0.06
O -4.74 2.17 -2.08 0.03
O 6.42 -0.11 -3.31 0.07
O 4.29 -5.59 3.18 0.06
O -2.56 -4.49 -0.47 -0.03
O -11.36 7.68 -2.08 0.07
O 5.15 4.49 -2.46 0.04
O 11.08 4.47 -3.25 0.05
O -1.52 2.68 1.04 -0.04
O 6.78 5.43 -3.49 0.07
O 6.65 3.20 1.53 0.06
O -8.92 1.77 -1.23 0.06
O -5.98 6.36 -4.55 0.11
O -10.18 6.68 -3.58 0.07
O -8.29 0.87 0.62 0.05
N -3.69 9.70 -2.16 -0.45
N 8.27 -2.40 6.16 -0.45
N 11.10 5.69 -3.29 -0.46
N -5.81 -8.09 0.60 -0.45
N 5.37 -5.68 3.72 -0.43
N 6.15 4.46 -3.15 -0.42
N -6.04 5.22 -4.18 -0.42
N -9.05 1.55 -0.04 -0.43
N 5.71 3.68 2.12 -0.45
N 2.90 2.71 -1.78 -0.44
N 5.85 -1.12 -2.97 -0.43
N -0.87 -8.13 1.58 -0.44
N -6.50 5.85 0.14 -0.42
N 4.19 -7.81 -0.33 -0.45
N -5.25 1.38 -2.86 -0.42
N -10.34 7.17 -2.49 -0.45
C -1.23 -2.57 -0.66 -0.02
C -9.18 7.16 -1.55 0.04
C 0.52 -3.42 1.22 0.00
C -4.99 9.47 -1.47 0.04
C 6.61 3.12 -3.60 0.05
C 3.33 -6.60 -0.39 0.05
C 0.74 -2.21 0.62 -0.18
C 1.93 -1.26 0.99 -0.40
C -5.89 4.61 -0.41 0.01
C 4.43 0.03 2.21 -0.05
C -0.55 -4.21 0.86 0.00
C -0.16 -1.78 -0.34 -0.08
C 2.51 -0.78 -0.36 -0.04
C -4.95 -1.81 1.82 -0.23
C -10.21 2.16 0.66 0.06
C 5.35 -2.03 1.05 -0.04
C 1.26 -0.09 1.78 -0.01
C -3.70 -3.82 1.62 -0.17
C -2.64 2.02 0.50 -0.30
C -2.27 -8.61 1.70 0.04
C -5.74 -8.32 -0.87 0.05
C -6.20 0.39 -2.28 0.06
C 6.39 -2.42 -3.46 0.06
C 2.91 -2.06 1.86 -0.12
C 9.78 6.37 -3.42 0.03
C -2.34 0.54 0.30 -0.32
C 4.85 4.61 1.35 0.04
C 4.34 -1.49 2.08 -0.54
C -5.69 4.14 -5.13 0.05
C -1.44 -3.79 -0.06 -0.30
C 2.05 3.90 -2.01 0.05
C 4.82 -2.07 3.44 -0.05
C 8.85 -2.44 4.78 0.04
C 5.64 -6.88 4.55 0.06
C -4.33 -0.42 2.12 -0.31
C -3.46 -4.86 0.56 -0.16
H 4.17 0.58 1.31 0.07
H -6.65 4.10 -0.98 0.07
H 5.86 -6.53 5.56 0.10
H -4.43 -5.03 0.07 0.12
H 4.77 -7.51 4.53 0.10
H -5.66 -0.20 -1.55 0.09
H -2.04 0.31 2.83 0.04
H -9.82 2.80 1.44 0.11
H 5.47 5.44 1.01 0.10
H -6.59 -0.23 -3.07 0.11
H -4.87 0.35 1.57 0.09
H 4.45 4.05 0.51 0.06
H 1.97 0.06 -0.79 0.07
H -1.30 0.46 0.01 0.07
H 8.25 -3.14 4.20 0.08
H 1.94 4.05 -3.08 0.10
H -4.77 8.98 -0.52 0.08
H 9.32 6.02 -4.35 0.09
H 2.39 -1.60 -1.07 0.09
H 3.57 -0.56 -0.34 0.04
H -6.56 3.50 -5.23 0.11
H 1.57 0.88 1.40 0.08
H 3.05 -3.04 1.39 0.11
H 9.88 -2.77 4.87 0.10
H 1.20 -3.80 1.97 0.12
H 5.34 -1.49 0.11 0.05
H 5.56 -1.43 3.92 0.08
H -5.22 -2.27 2.77 0.13
H -5.56 4.01 0.43 0.10
H 6.66 -3.01 -2.59 0.10
H -5.06 4.89 -1.04 0.09
H -10.78 2.73 -0.06 0.10
H 9.94 7.44 -3.45 0.10
H -0.06 -0.83 -0.83 0.11
H -0.64 -5.18 1.33 0.10
H 7.50 3.25 -4.20 0.10
H -4.47 -0.19 3.18 0.10
H -5.86 -1.64 1.25 0.13
H 4.05 4.97 1.99 0.09
H -1.18 3.32 0.40 0.10
H -3.01 0.10 -0.43 0.10
H -6.71 -8.05 -1.28 0.10
H 5.60 -2.91 -4.03 0.10
H 1.59 -0.16 2.81 0.08
H -1.94 -2.22 -1.41 0.13
H -2.73 -8.50 0.71 0.09
H -5.45 10.43 -1.31 0.10
H 2.42 -6.82 0.17 0.09
H 3.11 -6.39 -1.43 0.09
H 6.33 -1.86 1.49 0.09
H 2.54 4.75 -1.54 0.10
H 5.26 -3.11 0.94 0.08
H 3.88 -5.79 0.08 0.09
H -3.54 2.18 1.09 0.11
H -4.47 -4.23 2.28 0.14
H -4.97 -7.67 -1.27 0.10
H 3.98 -2.14 4.13 0.08
H -5.42 4.57 -6.09 0.10
H 8.80 -1.44 4.36 0.09
H -2.82 -3.67 2.25 0.13
H -9.48 6.61 -0.67 0.09
H 9.18 6.08 -2.57 0.09
H 7.26 -2.23 -4.08 0.10
H 1.08 3.71 -1.55 0.09
H -3.21 -5.82 1.03 0.11
H -5.60 8.83 -2.09 0.08
H -2.82 2.41 -0.51 0.11
H 5.44 0.32 2.48 0.09
H 6.82 2.53 -2.71 0.10
H 0.18 -0.18 1.75 0.03
H -4.85 3.59 -4.70 0.08
H 5.17 -3.10 3.32 0.04
H 5.80 2.68 -4.18 0.10
H -2.26 -9.65 2.01 0.11
H -5.51 -9.36 -1.05 0.10
H -10.80 1.35 1.08 0.11
H -7.00 0.96 -1.80 0.06
H 6.50 -7.39 4.12 0.11
H 3.79 0.35 3.03 0.09
H -8.94 8.19 -1.31 0.11
H 2.41 -2.26 2.81 0.11
H -2.78 -7.99 2.43 0.09
H -8.35 6.67 -2.05 0.07
```